# 1
The following is a quantum chemistry calculation of a structure of composition C34H78F3N10O12STl in a non-equilibrium geometry, from the OMol25 dataset.

Geometry (Å):
Tl1 -4.36390 6.96312 1.56188
C1 -0.38008 0.36620 0.39926
F1 0.37733 -0.65802 0.72006
F2 0.41856 1.36836 -0.03882
F3 -1.23871 0.00238 -0.52098
S1 -1.41925 1.10464 1.96218
O1 -2.02268 2.30393 1.26499
O2 -2.38841 0.04072 2.25544
O3 -0.47715 1.48212 3.03588
C2 -4.87158 -4.46488 -4.70159
C3 -5.58245 -5.48609 -3.84146
N1 -4.68326 -6.33758 -3.09822
C4 -5.42116 -7.54891 -2.53884
C5 -6.04311 -8.45574 -3.56276
C6 -3.94611 -5.63420 -2.07815
C7 -2.72218 -6.32160 -1.48009
H1 -4.27014 -5.01512 -5.42519
H2 -4.06131 -3.93976 -4.19582
H3 -5.58707 -3.78659 -5.16646
H4 -6.18386 -5.05560 -3.04078
H5 -6.27553 -5.96785 -4.53113
H6 -4.81778 -8.17579 -1.88230
H7 -6.22262 -7.17545 -1.90142
H8 -5.19179 -8.87734 -4.09719
H9 -6.52412 -9.23041 -2.96559
H10 -6.84302 -8.06896 -4.19415
H11 -4.62461 -5.46452 -1.24213
H12 -3.56215 -4.67073 -2.41341
H13 -2.50538 -5.93459 -0.48443
H14 -1.92157 -6.50639 -2.19631
H15 -2.99267 -7.36037 -1.29061
C8 -1.11182 -4.16436 10.66343
C9 -0.70519 -3.49224 9.39896
O4 0.41869 -3.71538 8.96781
N2 -1.55987 -2.80533 8.65122
C10 -1.39928 -2.22993 7.26726
H16 -0.80301 -3.46610 11.44135
H17 -0.55874 -5.09728 10.77232
H18 -2.16643 -4.42829 10.74240
H19 -2.45704 -2.56636 9.04884
H20 -0.51454 -1.59979 7.17637
H21 -2.31711 -1.64426 7.21540
H22 -1.41754 -2.95756 6.45589
C11 6.57880 -0.23102 6.54169
C12 5.77672 0.64466 5.70152
O5 6.03007 1.81514 5.51807
N3 4.71611 0.13076 5.08390
C13 4.20257 -1.23873 4.94931
H23 7.32301 -0.68004 5.88394
H24 6.07003 -0.98386 7.14377
H25 7.14488 0.36324 7.25898
H26 4.20423 0.78460 4.50894
H27 4.61234 -1.86238 4.15480
H28 3.14149 -1.26980 4.70183
H29 4.15436 -1.85956 5.84394
C14 1.59334 7.95846 -2.23613
C15 1.57496 7.05624 -0.98132
O6 0.53644 6.88829 -0.35400
N4 2.74252 6.38617 -0.59225
C16 2.70234 5.49878 0.50712
H30 0.78520 7.79337 -2.94870
H31 2.52133 7.82436 -2.79198
H32 1.56664 8.99182 -1.89036
H33 3.57482 6.50670 -1.15157
H34 1.76249 5.24399 0.99687
H35 3.27346 5.85585 1.36411
H36 3.16546 4.56930 0.17591
C17 7.23836 -5.47598 -3.37506
C18 6.06369 -6.09520 -2.68258
O7 5.66322 -7.15743 -3.12826
N5 5.57841 -5.44512 -1.60737
C19 4.58145 -5.89002 -0.60261
H37 8.22818 -5.64138 -2.94963
H38 7.08701 -4.39941 -3.29639
H39 7.39217 -5.85734 -4.38453
H40 5.86592 -4.50021 -1.39624
H41 4.96914 -6.60680 0.12128
H42 3.92086 -6.53905 -1.17750
H43 4.12993 -5.11600 0.01798
C20 6.09514 1.00974 -2.71394
C21 6.97790 0.40265 -1.61501
O8 6.79536 -0.77322 -1.15035
N6 7.98091 1.21331 -1.16341
C22 8.82651 0.68200 -0.12083
H44 6.38732 2.02507 -2.98197
H45 5.06690 1.09493 -2.36243
H46 6.05457 0.53695 -3.69523
H47 8.34699 2.02985 -1.63175
H48 9.57057 -0.00540 -0.52328
H49 8.25109 0.22549 0.68452
H50 9.46342 1.43377 0.34531
C23 -9.42140 1.87670 0.68356
C24 -7.91740 1.66691 0.85017
O9 -7.18353 2.58174 1.09748
N7 -7.34434 0.47104 0.68875
C25 -7.99441 -0.87254 0.54086
H51 -9.69282 2.89453 0.40347
H52 -9.95179 1.62916 1.60308
H53 -9.80628 1.15927 -0.04119
H54 -6.38506 0.45739 1.00448
H55 -8.45331 -1.36485 1.39827
H56 -7.27221 -1.63060 0.23777
H57 -8.88806 -0.86765 -0.08321
C26 1.17038 7.92517 6.22419
C27 0.67600 6.64535 5.73717
O10 -0.14170 6.56129 4.82402
N8 1.21918 5.47344 6.15401
C28 2.18073 5.34319 7.31894
H58 0.22438 8.45227 6.34813
H59 1.65774 8.49389 5.43227
H60 1.66713 7.74954 7.17839
H61 0.69812 4.64801 5.89468
H62 2.15464 4.28972 7.59751
H63 1.80909 5.90315 8.17711
H64 3.16376 5.63012 6.94557
C29 -4.84330 2.85635 -3.90801
C30 -3.96873 4.15652 -4.16594
O11 -3.75731 4.97915 -3.28006
N9 -3.59020 4.36078 -5.41850
C31 -3.11281 5.56125 -5.96486
H65 -4.25412 2.22706 -3.24096
H66 -5.00579 2.38295 -4.87630
H67 -5.88978 3.06015 -3.68119
H68 -3.61444 3.51321 -5.96725
H69 -2.96788 6.39084 -5.27285
H70 -3.84156 5.80416 -6.73818
H71 -2.20572 5.35851 -6.53424
C32 1.39011 1.05030 -9.79664
C33 1.23739 1.45380 -8.35577
O12 1.49143 2.59301 -7.87993
N10 0.76538 0.54026 -7.55163
C34 0.55298 0.80455 -6.15202
H72 0.98494 1.85363 -10.41195
H73 0.80944 0.13814 -9.93407
H74 2.45370 0.92086 -9.99692
H75 0.63546 -0.38723 -7.92978
H76 -0.24336 0.17123 -5.76106
H77 0.06998 1.77560 -6.04307
H78 1.38632 0.65278 -5.46600

Values from the calculation:
HOMO energy   -12.126 eV
M   1112.5 g mol⁻¹
Charge   +2
Energy above the lowest of the compared OMol25 structures with the same formula, charge and spin   7.7251 eV

---

# 2
The following is a quantum chemistry calculation of a structure of composition C34H79AlClF3I2O32P7S2 in a non-equilibrium geometry, from the OMol25 dataset.

Geometry (Å):
C1 2.84356 0.33198 4.64800
C2 2.68547 -0.07859 3.18335
C3 2.95812 -1.55879 3.14738
O1 3.14910 -2.10507 1.82831
C4 3.25995 -3.46629 1.86406
O2 4.27906 -3.95288 1.42246
C5 2.20961 -4.39442 2.43980
S1 1.14869 -5.25014 1.25357
C6 -0.60440 -4.56859 1.29691
P1 -1.60050 -6.10494 0.93123
O3 -3.05414 -5.93163 1.12567
O4 -0.85031 -4.43298 2.63064
Al1 -1.29599 -2.74584 3.05351
Cl1 -0.21652 -1.81389 4.75672
O5 -0.83342 -2.23645 1.41440
C7 -0.87321 -3.26445 0.44353
C8 -2.23239 -3.16739 -0.29792
C9 -3.33996 -2.37560 0.34289
O6 -3.98925 -3.09794 1.38235
C10 -5.10323 -3.78933 0.96474
C11 -6.36958 -2.93629 0.96310
F1 -7.46712 -3.65255 1.25134
F2 -6.24401 -1.93246 1.83207
F3 -6.61827 -2.34733 -0.24165
C12 0.26242 -2.82512 -0.51204
I1 0.07091 -0.72984 -1.00838
C13 0.46079 -3.65074 -1.85980
C14 -0.09511 -5.04420 -1.90863
I2 -0.20437 -2.64661 -3.66469
O7 1.34112 0.19332 2.79948
C15 1.04645 1.51220 2.89531
O8 0.36738 1.94149 3.79849
C16 1.55343 2.46598 1.82818
S2 0.16175 3.48859 1.26173
H1 1.98284 -0.01514 5.20077
H2 3.72707 -0.14166 5.05861
H3 2.94251 1.40313 4.74782
H4 3.40369 0.46117 2.56673
H5 3.81367 -1.75593 3.78190
H6 2.09448 -2.04370 3.59433
H7 1.62616 -3.95329 3.24124
H8 2.78183 -5.19214 2.88769
H9 -1.29093 -6.65731 -0.32301
H10 -1.13852 -7.01864 1.88750
H11 -2.78556 -2.65506 3.53686
H12 -2.65967 -4.14059 -0.52000
H13 -2.07413 -2.71255 -1.27015
H14 -3.07225 -1.37756 0.65516
H15 -4.08295 -2.24152 -0.44266
H16 -5.28879 -4.61033 1.64592
H17 -4.95515 -4.25104 -0.00888
H18 1.20008 -2.86554 0.01253
H19 1.52597 -3.74002 -2.00547
H20 -1.17165 -5.09909 -1.81855
H21 0.14015 -5.45685 -2.88256
H22 0.35689 -5.70540 -1.18278
H23 1.94712 1.93951 0.97510
H24 2.26835 3.15114 2.25613
H25 -0.15034 3.03496 0.04762
C17 5.68841 3.07175 9.85771
O9 4.69002 2.08861 9.58764
P2 3.60972 2.42623 8.40882
O10 4.46888 2.42718 7.20170
O11 3.26368 3.92783 8.93705
C18 2.76468 4.12082 10.26151
O12 2.12400 2.26944 7.73736
C19 1.62597 0.94177 7.43683
H26 6.63580 2.54457 9.94713
H27 5.75981 3.81437 9.06851
H28 5.46960 3.56553 10.80607
H29 3.33773 4.92003 10.72998
H30 2.86181 3.22260 10.87424
H31 1.71655 4.41594 10.21467
H32 1.54524 0.33897 8.34009
H33 2.27734 0.44866 6.71623
H34 0.63748 1.05620 7.00341
C20 6.76530 -1.43476 -6.69520
O13 6.07395 -1.18045 -5.47463
P3 5.15861 -2.38108 -4.87914
O14 6.08249 -3.45689 -4.49537
O15 4.37636 -2.73103 -6.26480
C21 3.71220 -1.69739 -6.99136
O16 3.80614 -2.58703 -4.00480
C22 3.82801 -1.96608 -2.68477
H35 7.78084 -1.06485 -6.57017
H36 6.79249 -2.49284 -6.94049
H37 6.28787 -0.88364 -7.50689
H38 4.00328 -1.77295 -8.03904
H39 3.97839 -0.70224 -6.63041
H40 2.63401 -1.83534 -6.91105
H41 3.98343 -0.89236 -2.78121
H42 4.61555 -2.40622 -2.07026
H43 2.87167 -2.13490 -2.20011
C23 2.19041 -7.01970 -7.73312
O17 0.82582 -7.02178 -8.17151
P4 -0.30557 -7.41515 -7.07459
O18 -0.29072 -6.33362 -6.08292
O19 0.46677 -8.75790 -6.55934
C24 0.85674 -9.76301 -7.49231
O20 -1.74606 -8.17896 -6.86954
C25 -2.89818 -7.63577 -7.55169
H44 2.64634 -6.11137 -8.11961
H45 2.27579 -7.03432 -6.65099
H46 2.70916 -7.88193 -8.15349
H47 1.89674 -10.02366 -7.30016
H48 0.77239 -9.42244 -8.52603
H49 0.23723 -10.64912 -7.35061
H50 -2.75125 -7.63971 -8.63172
H51 -3.10005 -6.62003 -7.20666
H52 -3.74712 -8.26979 -7.31444
C26 -0.95556 10.79492 -0.60468
O21 -1.59319 9.83158 0.23311
P5 -0.81398 8.42903 0.47163
O22 0.39693 8.75371 1.23885
O23 -0.47408 8.12912 -1.09039
C27 -1.51802 8.14211 -2.06553
O24 -1.13519 6.85952 0.75854
C28 -1.93260 6.60712 1.94645
H53 -1.04093 11.75796 -0.10587
H54 0.09281 10.56499 -0.77269
H55 -1.47607 10.84723 -1.56186
H56 -1.19073 8.74852 -2.90938
H57 -2.44383 8.56703 -1.67378
H58 -1.70411 7.12538 -2.41013
H59 -2.89903 7.10166 1.84972
H60 -1.41203 6.96565 2.83599
H61 -2.08896 5.53706 2.03428
C29 -11.53103 1.94673 -2.06342
O25 -10.73949 0.80371 -1.74372
P6 -9.74916 0.24240 -2.89758
O26 -8.72520 1.27439 -3.10155
O27 -10.85421 0.22192 -4.09621
C30 -12.09791 -0.45059 -3.90641
O28 -9.09840 -1.15734 -3.40966
C31 -8.28854 -1.91649 -2.46833
H62 -11.46809 2.62509 -1.21544
H63 -11.18178 2.45251 -2.95930
H64 -12.57121 1.64525 -2.19581
H65 -12.89998 0.21587 -4.22228
H66 -12.26607 -0.72150 -2.86258
H67 -12.12128 -1.35004 -4.52200
H68 -8.87785 -2.20053 -1.59927
H69 -7.42234 -1.33787 -2.15806
H70 -7.95647 -2.81725 -2.97463
C32 4.78804 9.19319 1.26887
O29 4.27825 8.34527 2.29694
P7 5.23942 7.14891 2.81476
O30 6.37122 7.79683 3.49474
O31 5.63878 6.57711 1.34757
C33 4.61134 6.23965 0.40888
O32 5.14168 5.64548 3.43180
C34 4.38915 5.46769 4.66039
H71 4.55850 10.21690 1.55682
H72 5.86136 9.08445 1.13935
H73 4.28174 8.97051 0.32899
H74 4.86102 6.69313 -0.54902
H75 3.63094 6.60489 0.71781
H76 4.57294 5.15722 0.28901
H77 3.35241 5.77134 4.51895
H78 4.83984 6.04403 5.46972
H79 4.40825 4.41256 4.91791

Values from the calculation:
HOMO energy   -5.812 eV
M   1654.2 g mol⁻¹
Charge   -1

---

# 3
The following is a quantum chemistry calculation of a structure of composition C34H79IN8O10P in a non-equilibrium geometry, from the OMol25 dataset.

Geometry (Å):
C1 -0.53987 -3.36637 1.13111
N1 -0.11886 -3.97491 -0.22314
C2 -1.28223 -4.86586 -0.59436
C3 -1.85941 -4.67526 -2.11378
O1 -2.32735 -6.06849 -2.41880
C4 -0.84265 -4.40577 -3.36999
I1 -0.10668 -6.40228 -3.88743
N2 -1.83982 -4.09657 -4.50713
C5 -3.20640 -3.56041 -4.02868
C6 -4.21771 -4.69069 -4.63581
C7 -5.77214 -4.60302 -4.12436
O2 -6.71068 -3.75947 -4.57125
O3 -6.18213 -5.56804 -3.06986
C8 -7.53635 -5.28271 -2.57157
C9 -7.72534 -4.39332 -1.19835
O4 -8.60439 -5.78712 -3.24916
N3 -3.38533 -2.33111 -4.88982
C10 -4.39106 -1.51250 -4.43570
O5 -5.58020 -0.87178 -4.27500
C11 -2.92361 -3.43344 -2.42665
C12 -4.12429 -3.62912 -1.33184
P1 -2.10804 -1.79056 -1.79591
C13 -3.42408 -0.57990 -1.10312
C14 -1.01384 -0.97922 -3.13202
H1 -1.51952 -2.71358 0.93770
H2 -0.83470 -4.20685 1.92096
H3 0.28219 -2.68060 1.60248
H4 0.68450 -4.60449 0.04495
H5 -0.89153 -5.98867 -0.51117
H6 -2.12587 -4.77882 0.24553
H7 -2.81169 -6.33879 -1.57426
H8 -0.00119 -3.61624 -3.15270
H9 -1.45724 -3.36276 -5.16814
H10 -1.84478 -4.98244 -5.06855
H11 -4.25251 -4.50602 -5.81515
H12 -3.86452 -5.80433 -4.50787
H13 -6.81420 -4.66648 -0.48103
H14 -8.72566 -4.73516 -0.68964
H15 -7.71439 -3.24325 -1.48743
H16 -5.09164 -2.99171 -1.53190
H17 -3.66784 -3.31234 -0.27610
H18 -4.33560 -4.79077 -1.23507
H19 -3.35936 -0.66636 0.07997
H20 -3.15394 0.55515 -1.34039
H21 -4.53009 -0.84715 -1.39854
H22 -0.05904 -0.41329 -2.69644
H23 -1.67100 -0.11145 -3.62331
H24 -0.63658 -1.69316 -3.97898
C15 5.85150 -0.74608 0.91381
C16 4.47817 -0.14831 0.61715
C17 3.38469 -0.58541 1.61916
O6 2.89624 -1.91426 1.41391
C18 3.70879 -2.93138 1.97958
N4 4.10348 -0.47554 -0.76650
H25 5.92535 -1.79748 0.62242
H26 6.62794 -0.20823 0.35720
H27 6.09143 -0.66863 1.97842
H28 4.57814 0.94206 0.69659
H29 2.51682 0.07089 1.47676
H30 3.70884 -0.44622 2.65727
H31 4.17687 -2.61415 2.91654
H32 4.46733 -3.24641 1.26049
H33 3.07373 -3.79712 2.18656
H34 3.23286 0.00720 -0.99132
H35 3.84157 -1.46575 -0.78377
C19 3.97616 4.23164 -3.46275
C20 4.27269 4.31474 -1.96725
C21 5.77668 4.46939 -1.64339
O7 6.53234 3.26108 -1.76798
C22 6.93142 2.95346 -3.09496
N5 3.69558 3.13861 -1.29971
H36 4.22589 3.25577 -3.88832
H37 2.90765 4.39329 -3.64748
H38 4.52877 4.99724 -4.01543
H39 3.76227 5.20942 -1.58748
H40 5.86499 4.76272 -0.58965
H41 6.23486 5.27657 -2.22705
H42 7.15642 3.85158 -3.67837
H43 6.15977 2.35983 -3.58881
H44 7.83478 2.33948 -3.04389
H45 3.81021 3.24710 -0.29142
H46 4.29324 2.33787 -1.52559
C23 -2.25030 -2.34728 7.46761
C24 -0.99593 -2.79664 6.72195
C25 -0.72449 -1.99284 5.42928
O8 -1.55996 -2.35427 4.32569
C26 -2.84310 -1.74752 4.33848
N6 -1.09254 -4.23842 6.45008
H47 -3.17110 -2.69478 6.99099
H48 -2.25047 -2.74988 8.48735
H49 -2.29368 -1.25652 7.54067
H50 -0.14489 -2.63096 7.39537
H51 0.30044 -2.21367 5.10534
H52 -0.76423 -0.91208 5.60955
H53 -2.81780 -0.73415 4.75086
H54 -3.54502 -2.37018 4.89644
H55 -3.20241 -1.69188 3.30724
H56 -0.21211 -4.55264 6.04060
H57 -1.76867 -4.35918 5.69003
C27 1.84715 3.89555 7.27170
C28 1.22728 3.43757 5.95360
C29 0.19714 2.29642 6.11899
O9 0.77751 1.00790 6.34130
C30 1.15145 0.75777 7.68754
N7 2.30337 3.06207 5.02462
H58 2.59813 3.19630 7.64968
H59 2.35121 4.86010 7.13930
H60 1.08087 4.02371 8.04200
H61 0.69541 4.30023 5.53154
H62 -0.36038 2.20811 5.17794
H63 -0.54246 2.52884 6.89430
H64 0.46696 1.22645 8.40129
H65 2.17480 1.09656 7.85993
H66 1.13242 -0.32343 7.84970
H67 1.89036 2.85120 4.11549
H68 2.67253 2.15903 5.33709
C31 -0.51185 8.85428 -5.38803
C32 -0.60668 7.39113 -5.81413
C33 -0.53361 6.39744 -4.63175
O10 0.78328 6.20240 -4.10802
C34 1.20322 7.20098 -3.19082
N8 0.43530 7.11639 -6.81450
H69 0.50753 9.15207 -5.12731
H70 -0.83344 9.50954 -6.20607
H71 -1.15732 9.05501 -4.52777
H72 -1.58549 7.25857 -6.29326
H73 -0.85118 5.41357 -4.99965
H74 -1.23385 6.66797 -3.83261
H75 0.37626 7.57648 -2.58028
H76 1.68620 8.02052 -3.72636
H77 1.95019 6.75856 -2.52604
H78 0.30608 6.16763 -7.16767
H79 1.32912 7.06859 -6.31628

Values from the calculation:
HOMO energy   -10.544 eV
M   917.9 g mol⁻¹
Charge   +1
Energy above the lowest of the compared OMol25 structures with the same formula, charge and spin   7.8202 eV

---

Q: The lowest charge belongs to which entry?
A: C34H79AlClF3I2O32P7S2